Density functional theory data (ωB97M-V/def2-TZVPD) for a structure of composition C21H24DyN2OP2S at a distorted geometry.

Each line ends with the Mulliken spin population.
Element x y z (Å)
C 3.221 -2.215 -1.114  0.002
C 2.513 -1.111 -0.666  -0.014
C 1.649 -0.422 -1.592  0.005
C 1.496 -0.918 -2.945  0.001
C 2.258 -2.058 -3.353  0.000
C 3.105 -2.680 -2.458  0.000
C 0.582 -0.249 -3.779  -0.002
C -0.164 0.839 -3.291  -0.001
C 0.087 1.260 -1.928  0.005
C -0.667 2.348 -1.359  -0.011
C -1.622 2.977 -2.143  0.005
C -1.859 2.576 -3.492  -0.001
C -1.152 1.534 -4.058  0.002
H 3.879 -2.751 -0.421  0.000
H 2.148 -2.433 -4.377  0.000
H 3.686 -3.554 -2.770  0.000
H 0.436 -0.591 -4.810  0.000
H -2.211 3.799 -1.720  0.000
H -2.620 3.103 -4.077  0.000
H -1.346 1.218 -5.089  0.000
N 0.987 0.654 -1.138  0.015
Dy -1.202 -0.874 1.163  5.026
C 2.529 -0.645 0.761  -0.001
H 2.454 0.454 0.803  0.000
H 3.444 -0.980 1.279  0.000
C -0.420 2.684 0.080  -0.005
H 0.655 2.596 0.307  0.000
H -0.770 3.703 0.322  -0.001
P 1.064 -1.311 1.748  0.046
P -1.291 1.494 1.269  -0.024
C -3.018 2.160 1.133  -0.001
H -3.652 1.670 1.891  0.000
H -3.057 3.256 1.270  0.000
H -3.417 1.898 0.138  -0.001
C -0.753 2.290 2.867  -0.001
H -0.989 3.369 2.891  0.000
H -1.259 1.792 3.711  0.000
H 0.335 2.158 2.988  0.001
C 1.480 -3.112 1.770  0.004
H 2.530 -3.292 2.068  0.000
H 0.798 -3.616 2.473  0.000
H 1.298 -3.524 0.765  -0.002
C 1.599 -0.810 3.458  -0.001
H 0.875 -1.203 4.192  0.000
H 2.605 -1.196 3.700  -0.001
H 1.605 0.290 3.533  0.001
C -2.937 -1.061 0.505  -0.034
O -3.988 -1.241 0.023  -0.001
H -0.786 -0.906 -0.335  -0.006
S -4.347 -3.159 4.204  0.005
C -3.315 -2.409 3.206  0.004
N -2.476 -1.800 2.395  -0.013

Force components x, y, z for each atom (eV/Å):
C -0.398 0.595 0.282
C 0.145 -0.627 -0.498
C -0.139 0.047 -0.470
C -0.139 0.420 0.409
C 0.397 -0.333 0.405
C -0.368 0.198 -0.523
C -0.002 0.078 0.310
C 0.339 -0.075 0.501
C 0.158 -0.276 -0.420
C -0.567 0.030 -0.748
C 0.518 -0.325 0.501
C 0.254 -0.479 -0.415
C -0.375 0.498 0.259
H -0.230 0.214 -0.269
H 0.071 0.150 0.413
H -0.250 0.385 0.120
H 0.051 0.125 0.383
H 0.232 -0.290 -0.171
H 0.338 -0.227 0.242
H 0.077 0.157 0.414
N -0.266 -0.243 -0.234
Dy 8.467 -0.192 8.895
C 0.060 0.017 0.261
H 0.132 -0.392 0.013
H -0.339 0.143 -0.176
C 0.084 -0.159 0.218
H -0.390 0.113 -0.066
H 0.077 -0.449 -0.012
P 7.763 -1.676 1.287
P -0.417 7.880 0.154
C -0.224 -0.367 -0.008
H 0.142 0.238 -0.263
H 0.165 -0.512 -0.020
H 0.119 0.150 0.350
C 0.061 -0.438 0.198
H 0.042 -0.525 -0.167
H 0.207 0.252 -0.245
H -0.415 0.101 -0.026
C -0.245 -0.119 -0.017
H -0.481 0.118 -0.110
H 0.308 0.062 -0.191
H 0.151 0.093 0.348
C -0.337 0.072 0.083
H 0.316 0.163 -0.197
H -0.444 0.136 -0.215
H 0.048 -0.409 0.024
C -15.745 -1.815 -7.894
O 3.038 0.439 1.801
H 0.398 -1.129 -6.728
S 2.065 1.484 -1.908
C 2.205 1.770 -2.594
N -6.657 -5.070 6.715

The HOMO energy (alpha / beta) is -10.63 / -10.65 eV. The spin multiplicity is 6. The total charge is +1. For the energy above the lowest of the compared OMol25 structures with the same formula, charge and spin, the calculation gives 907.0 kJ/mol. Its expectation value of S² is 9.34. The HOMO-LUMO gap (alpha / beta) comes out at 6.16 / 6.37 eV.

=====

Density functional theory data (ωB97M-V/def2-TZVPD) for a structure of composition CH3ClN2O2 at a distorted geometry.

Each line ends with the Mulliken charge.
Element x y z (Å)
C -0.396 0.456 0.218  0.654
N -0.854 0.910 -0.922  -0.345
N 0.572 -1.196 -0.079  -0.130
O -0.303 0.752 1.358  -0.498
O 0.881 -1.537 1.128  -0.352
Cl 1.972 -0.381 -0.890  -0.146
H -1.164 0.229 -1.646  0.272
H -1.267 1.759 -1.113  0.207
H 0.560 -0.993 1.946  0.337

Force components x, y, z for each atom (eV/Å):
C 1.882 -3.118 0.335
N -0.429 -2.794 -1.718
N -3.026 3.313 -1.015
O -0.346 0.674 -0.141
O 0.589 -1.228 3.456
Cl 0.683 0.163 -0.074
H 1.099 0.393 1.045
H -0.827 2.443 0.518
H 0.375 0.155 -2.406

The HOMO energy is -8.93 eV. The spin multiplicity is 1. The total charge is 0. For the energy above the lowest of the compared OMol25 structures with the same formula, charge and spin, the calculation gives 131.6 kJ/mol. The HOMO-LUMO gap comes out at 9.34 eV.

=====

Density functional theory data (ωB97M-V/def2-TZVPD) for a structure of composition C29H28GeIN2O4RhS3.

Each line ends with the Mulliken charge.
Element x y z (Å)
Rh -1.538 -0.265 -1.532  -0.087
S -2.431 -3.411 1.554  -0.189
C -2.131 -2.278 0.439  0.187
S -2.212 -0.550 0.618  -0.395
S -1.729 -2.493 -1.243  -0.358
I -1.828 2.494 -2.462  0.052
C -3.667 1.521 -2.180  0.242
C -4.885 2.166 -2.216  -0.609
C -6.011 1.401 -1.945  -0.186
C -5.871 0.055 -1.650  -0.983
C -4.604 -0.499 -1.632  -0.156
N -3.522 0.233 -1.905  0.528
H -4.944 3.221 -2.437  0.469
H -6.990 1.862 -1.958  0.394
H -6.727 -0.565 -1.430  0.442
H -4.422 -1.543 -1.417  0.503
N -0.519 -1.704 -6.126  -0.575
C -1.814 -2.302 -5.830  -0.376
C -2.567 -1.501 -4.772  0.442
O -3.698 -1.735 -4.443  -0.586
O -1.844 -0.527 -4.214  -0.171
H -0.485 -1.280 -7.041  0.187
H 0.247 -2.355 -6.042  0.203
H -0.952 -0.526 -4.633  0.403
H -1.702 -3.306 -5.417  0.260
H -2.465 -2.392 -6.699  0.376
O 0.691 -0.201 -3.019  -0.654
C 1.128 -0.107 -1.862  0.735
O 0.354 -0.237 -0.843  0.300
C 2.600 0.083 -1.588  -1.092
C 2.987 0.758 -0.273  -1.108
Ge 2.046 0.412 1.428  1.661
C 0.547 1.654 1.659  0.431
C -0.377 1.486 2.690  -0.336
C -1.407 2.394 2.888  -0.535
C -1.531 3.499 2.057  -0.561
C -0.619 3.686 1.029  -0.767
C 0.406 2.768 0.834  -0.287
C 1.617 -1.445 1.836  0.243
C 1.802 -2.469 0.909  -0.236
C 1.528 -3.790 1.237  -0.520
C 1.060 -4.109 2.502  -0.575
C 0.873 -3.104 3.439  -0.897
C 1.154 -1.786 3.108  0.007
C 3.379 0.985 2.756  -0.058
C 4.019 0.086 3.608  -0.212
C 4.981 0.521 4.512  -0.638
C 5.320 1.864 4.575  -0.497
C 4.693 2.773 3.734  -0.681
C 3.729 2.334 2.836  -0.440
H 3.022 0.613 -2.443  0.432
H 3.024 -0.925 -1.635  0.348
H 2.954 1.846 -0.388  0.499
H 4.034 0.533 -0.058  0.400
H -0.314 0.622 3.340  0.051
H -2.118 2.234 3.689  0.422
H -2.332 4.212 2.213  0.388
H -0.705 4.548 0.378  0.475
H 1.101 2.931 0.015  0.362
H 2.151 -2.242 -0.090  -0.038
H 1.668 -4.568 0.497  0.426
H 0.829 -5.137 2.754  0.360
H 0.503 -3.344 4.428  0.390
H 1.031 -1.021 3.866  0.403
H 3.767 -0.968 3.568  0.322
H 5.465 -0.193 5.168  0.397
H 6.069 2.204 5.280  0.374
H 4.949 3.824 3.781  0.401
H 3.233 3.060 2.199  0.290

Force components x, y, z for each atom (eV/Å):
Rh -0.174 0.484 0.696
S 0.004 -0.097 0.089
C -0.167 0.194 -0.202
S 0.241 -0.070 0.008
S 0.012 0.015 0.106
I -0.158 -0.085 0.128
C 0.108 0.067 -0.059
C -0.034 -0.023 -0.027
C 0.006 0.005 0.000
C 0.013 0.005 -0.024
C -0.016 -0.098 -0.167
N 0.052 -0.250 -0.146
H 0.000 -0.002 -0.006
H 0.002 -0.004 -0.002
H 0.001 0.000 0.002
H -0.007 0.008 0.024
N -0.030 -0.001 -0.035
C 0.019 0.003 0.032
C 0.065 -0.088 -0.011
O -0.018 0.043 -0.019
O -0.032 0.212 0.044
H 0.007 -0.013 -0.011
H 0.007 0.009 0.031
H 0.067 -0.137 0.068
H 0.011 -0.006 -0.003
H -0.016 0.011 0.001
O 0.079 0.237 0.042
C -0.118 -0.336 -0.349
O 0.142 -0.027 -0.199
C -0.012 -0.057 0.002
C 0.052 -0.017 0.034
Ge -0.025 -0.024 -0.066
C 0.014 -0.020 -0.042
C -0.006 0.039 -0.003
C 0.007 -0.007 -0.007
C -0.002 -0.002 0.005
C 0.018 -0.009 -0.004
C -0.027 0.009 -0.004
C -0.022 0.041 -0.002
C -0.050 -0.014 -0.013
C -0.002 0.005 -0.005
C -0.012 0.006 0.001
C -0.011 0.008 -0.004
C 0.071 -0.033 0.013
C -0.049 -0.014 0.049
C 0.064 0.044 -0.018
C -0.007 -0.011 -0.007
C -0.001 -0.003 0.001
C -0.014 0.000 -0.018
C 0.004 -0.002 0.062
H -0.020 0.001 -0.011
H -0.001 0.016 0.030
H -0.011 -0.009 -0.019
H 0.001 0.000 -0.004
H -0.002 -0.003 0.002
H 0.003 0.003 -0.004
H 0.004 -0.003 0.000
H -0.003 0.001 0.003
H -0.004 -0.008 0.008
H -0.018 0.001 0.013
H -0.003 0.000 0.004
H 0.004 0.004 -0.001
H 0.003 -0.001 -0.006
H -0.004 0.002 -0.005
H -0.003 0.004 0.000
H 0.001 0.009 -0.002
H -0.003 -0.001 -0.002
H 0.001 -0.007 0.003
H -0.001 -0.005 0.003

The HOMO energy is -7.87 eV. The spin multiplicity is 1. The total charge is 0. The HOMO-LUMO gap comes out at 7.28 eV.

=====

Density functional theory data (ωB97M-V/def2-TZVPD) for an isolated molecule of C6H9NO at a distorted geometry.

Each line ends with the Mulliken charge.
Element x y z (Å)
C -2.848 -0.338 -0.033  0.105
C 2.659 0.528 -0.333  -0.905
C 0.809 -1.134 0.098  -0.223
C 1.807 -0.056 0.473  -0.210
C -0.656 -1.245 -0.104  -0.909
C -0.814 1.099 -0.008  -0.896
N -1.466 -0.208 0.071  0.278
O -3.653 0.562 -0.001  -0.496
H -3.304 -1.304 -0.247  0.400
H 3.410 1.025 0.122  0.362
H 2.412 0.404 -1.316  0.321
H 1.017 -1.713 -0.886  0.333
H 0.749 -2.001 0.728  0.406
H 1.941 0.077 1.513  0.433
H -0.342 1.227 -0.911  0.378
H -1.592 1.990 -0.016  0.239
H -0.127 1.088 0.849  0.384

Force components x, y, z for each atom (eV/Å):
C -2.059 0.220 -0.821
C -2.323 -1.389 0.902
C -0.579 -0.771 -2.697
C -0.794 -1.506 0.320
C -1.717 -0.607 0.482
C -3.148 2.321 2.788
N 1.215 0.566 -0.857
O 1.001 0.561 0.347
H 1.131 -0.835 0.272
H 2.455 2.042 0.548
H 0.536 0.027 -2.820
H 0.590 1.024 1.234
H 1.094 -0.556 1.031
H 0.052 0.043 1.163
H 1.468 -0.130 -2.012
H 1.421 -1.939 0.649
H -0.345 0.928 -0.528

The HOMO energy is -8.40 eV. The spin multiplicity is 1. The total charge is 0. For the energy above the lowest of the compared OMol25 structures with the same formula, charge and spin, the calculation gives 463.8 kJ/mol. The HOMO-LUMO gap comes out at 9.10 eV.

=====

Density functional theory data (ωB97M-V/def2-TZVPD) for an isolated molecule of FHIPS at a distorted geometry.

Each line ends with the Mulliken charge.
Element x y z (Å)
F -0.344 -0.838 1.909  -0.217
P -0.700 -0.852 0.331  0.348
S -0.592 -2.640 -0.383  -0.271
I -2.954 0.189 -0.086  0.004
H -0.069 0.318 0.048  0.136

Force components x, y, z for each atom (eV/Å):
F -0.651 0.253 -1.278
P -1.541 -1.557 1.248
S 0.328 1.348 0.152
I 0.846 -0.440 0.480
H 1.017 0.396 -0.602

The HOMO energy is -9.65 eV. The spin multiplicity is 1. The total charge is 0. For the energy above the lowest of the compared OMol25 structures with the same formula, charge and spin, the calculation gives 0.0 kJ/mol. Its structure (SMILES) is F[P@@H](=S)I. The HOMO-LUMO gap comes out at 8.89 eV.

=====

Density functional theory data (ωB97M-V/def2-TZVPD) for a cluster of 4 separate species, C14H24F6N2O6 in total at a distorted geometry.

Each line ends with the Mulliken spin population.
Element x y z (Å)
C -24.818 0.199 17.508  0.000
O -25.161 0.612 18.655  0.000
N -25.714 -0.273 16.602  0.000
C -25.316 -0.931 15.398  0.000
C -27.182 -0.190 16.771  0.000
H -23.793 0.096 17.120  0.000
H -25.691 -0.359 14.550  0.000
H -25.685 -1.957 15.378  0.000
H -24.226 -0.955 15.386  0.000
H -27.640 -1.179 16.786  0.000
H -27.404 0.199 17.765  0.000
H -27.637 0.470 16.033  0.000
C -33.628 -2.612 17.063  -0.106
O -34.048 -3.720 17.066  0.303
N -33.085 -1.868 18.065  0.625
C -32.621 -0.469 17.848  0.032
C -33.020 -2.332 19.409  0.026
H -33.678 -1.888 16.234  -0.005
H -31.710 -0.221 18.393  -0.009
H -33.382 0.285 18.050  0.036
H -32.411 -0.347 16.786  0.011
H -33.282 -3.389 19.359  0.011
H -32.055 -2.105 19.862  0.023
H -33.784 -1.767 19.944  0.047
C -31.489 0.487 21.656  0.001
C -31.403 1.736 20.766  -0.002
O -30.069 2.289 20.678  0.000
C -29.248 1.863 19.642  -0.001
O -29.462 0.901 18.928  0.002
C -27.977 2.730 19.545  0.000
F -27.118 2.190 20.312  0.000
F -27.495 2.682 18.294  0.000
F -28.201 4.047 19.839  0.000
H -31.057 0.657 22.642  0.000
H -30.907 -0.341 21.250  0.000
H -32.516 0.166 21.828  0.000
H -32.013 2.558 21.139  0.000
H -31.735 1.517 19.751  0.004
C -23.557 2.705 21.740  0.000
C -24.238 4.043 22.153  0.000
O -25.651 3.897 22.335  0.000
C -26.048 3.297 23.508  0.000
O -25.245 2.954 24.388  0.000
C -27.554 2.958 23.536  0.000
F -27.993 3.309 24.783  0.000
F -28.280 3.550 22.581  0.000
F -27.685 1.645 23.399  0.000
H -23.838 2.384 20.737  0.000
H -23.670 1.919 22.487  0.000
H -22.511 2.983 21.619  0.000
H -24.085 4.854 21.441  0.000
H -23.829 4.366 23.110  0.000

Force components x, y, z for each atom (eV/Å):
C -2.109 0.278 2.734
O 1.393 -0.780 -3.170
N -1.270 0.199 0.381
C 0.627 0.252 -0.108
C 0.900 0.205 1.304
H 0.061 0.245 0.434
H 0.082 -0.250 -0.286
H -0.064 -0.023 -0.123
H -0.003 -0.079 -0.330
H 0.132 -0.168 -0.512
H 0.247 0.213 -0.197
H 0.081 -0.155 -0.165
C -0.668 1.996 -3.147
O 0.091 -0.969 1.032
N 1.784 2.102 2.976
C 0.041 -0.657 -1.421
C -0.410 -0.889 -0.302
H -0.279 -0.720 -0.766
H -0.035 -0.433 0.351
H -0.428 -0.301 0.443
H 0.060 -0.116 -0.085
H 0.143 0.003 0.573
H 0.048 -0.043 -0.069
H -0.186 0.027 0.399
C 0.525 0.314 0.052
C 0.128 -0.374 0.047
O 1.187 -0.580 -1.609
C -2.332 -0.601 0.742
O 0.017 1.398 0.929
C -1.213 1.381 -1.709
F 1.803 -0.481 1.937
F -0.407 0.181 -0.006
F 0.175 -1.416 -0.059
H -0.037 0.282 -0.008
H -0.040 -0.031 -0.254
H -0.106 0.119 -0.196
H 0.110 -0.116 0.140
H -0.029 -0.011 -0.029
C -0.007 1.472 -0.374
C 0.812 -0.972 0.554
O -1.749 -0.799 1.370
C 3.932 -0.106 -0.058
O -2.916 0.883 -2.116
C 0.498 0.731 1.136
F -0.198 -0.247 -1.362
F 0.246 -0.033 0.783
F -0.267 -0.369 -0.028
H -0.476 -0.176 0.170
H -0.019 0.156 -0.128
H 0.254 -0.268 0.320
H -0.246 -0.283 -0.153
H 0.114 0.011 -0.035

The HOMO energy (alpha / beta) is -11.20 / -11.20 eV. The spin multiplicity is 2. The total charge is +1. Its expectation value of S² is 0.77. The HOMO-LUMO gap (alpha / beta) comes out at 7.49 / 2.18 eV.

=====

no.,DFT total energy (hartree)
1,-2964.8231
2,-759.9613
3,-5212.1536
4,-363.8476
5,-1137.7448
6,-1707.6587